1.
C18H23IN9OSn as an isolated structure, computed with ωB97M-V/def2-TZVPD.

ΔE to the lowest compared entry with this formula, charge and spin: 0.076 eV
charge: +1

Structure (XYZ):
```
53
Properties=species:S:1:pos:R:3:nbo_charge:R:1
I -6.58 3.03 -2.41 0.2015
Sn -0.21 0.14 0.41 1.4288
O -0.80 -0.10 2.93 -0.7796
N -3.78 0.98 -0.04 -0.3184
N 1.76 0.62 1.92 -0.6871
N 1.02 -1.88 0.65 -0.7288
N -0.71 -1.17 4.92 -0.8050
N 0.10 -0.84 -1.86 -0.6867
N -2.95 1.26 -1.06 -0.2915
N -1.74 -4.51 4.38 -0.3214
N 1.74 1.00 -0.78 -0.5801
N -2.04 -2.08 0.52 -0.4894
C 2.40 -1.62 1.10 -0.2361
C 1.09 -1.93 -1.82 -0.2397
C -1.49 -2.36 3.00 -0.5950
C -1.00 -1.15 3.60 0.6733
C 3.71 2.30 -0.83 -0.2412
C 3.65 2.32 -2.22 -0.1112
C 1.67 1.01 -2.11 0.2327
C 2.72 1.63 -0.14 0.2379
C -5.01 2.08 -1.46 -0.3001
C 2.62 1.67 -2.87 -0.2388
C -3.69 1.93 -1.93 -0.0694
C -5.02 1.46 -0.23 -0.0572
C -1.83 -2.28 1.64 0.3777
C -1.65 -3.55 3.76 0.2645
C 0.49 0.28 -2.72 -0.2689
C 0.91 -2.74 -0.55 -0.2407
C 2.37 -0.67 2.28 -0.2364
C 2.66 1.63 1.38 -0.2702
H -0.09 -3.17 -0.54 0.2479
H -0.35 0.97 -2.79 0.2512
H 4.42 2.84 -2.79 0.2418
H -0.53 -0.28 5.37 0.4092
H 2.56 1.66 -3.95 0.2410
H -3.27 2.29 -2.86 0.2150
H 2.08 -1.48 -1.85 0.2028
H 1.23 0.97 2.71 0.4282
H -5.82 1.32 0.48 0.2397
H 3.38 -0.53 2.68 0.2119
H 2.96 -1.18 0.28 0.2041
H -3.44 0.44 0.74 0.4210
H 1.76 -1.11 3.08 0.2291
H 4.51 2.80 -0.30 0.2395
H -1.00 -1.94 5.50 0.4191
H 1.00 -2.59 -2.68 0.2220
H 0.75 -0.04 -3.74 0.2148
H 2.89 -2.56 1.39 0.2201
H 2.30 2.61 1.69 0.2434
H 0.52 -2.34 1.41 0.4224
H -0.82 -1.19 -2.13 0.4202
H 1.64 -3.55 -0.51 0.2160
H 3.68 1.52 1.78 0.2163
```

=====

2.
One molecule with the formula C18H25NO4, computed with ωB97M-V/def2-TZVPD.

ΔE to the lowest compared entry with this formula, charge and spin: 0.957 eV

Structure (XYZ):
```
48
Properties=species:S:1:pos:R:3:nbo_charge:R:1
O -0.44 -2.92 -1.79 -0.6424
O 4.25 1.63 0.03 -0.5097
O -3.06 -0.35 1.02 -0.4986
O 2.30 1.91 1.11 -0.6033
N 1.17 -2.50 -0.28 -0.4453
C -4.78 1.67 -1.54 -0.2031
C 3.84 3.78 -1.05 -0.6345
C -2.42 -1.35 0.25 -0.0664
C 2.31 -0.49 -1.08 -0.3995
C -4.42 1.54 1.20 -0.2597
C 3.09 1.20 0.55 0.8101
C -0.07 -2.92 -0.63 0.6901
C -3.81 0.59 0.37 0.3024
C 1.73 -2.38 1.04 -0.2088
C -3.99 0.66 -1.00 -0.2699
C -0.99 -3.42 0.48 -0.4949
C 2.92 -0.29 0.32 -0.3116
C -5.21 2.53 0.65 -0.1900
C -1.66 -2.25 1.21 -0.4012
C 2.04 -1.97 -1.31 -0.2258
C 2.00 -0.91 1.37 -0.4089
C -5.39 2.60 -0.72 -0.2488
C 4.51 3.03 0.09 -0.0767
H 1.55 -2.13 -2.27 0.2558
H -3.15 -1.93 -0.32 0.1787
H 4.16 3.41 1.06 0.1995
H -1.76 -4.01 -0.01 0.2366
H -5.67 3.26 1.30 0.2124
H -4.92 1.71 -2.61 0.2116
H 4.15 3.37 -2.00 0.2097
H 1.07 -0.34 1.39 0.2240
H 2.76 3.69 -0.96 0.2233
H -1.72 -0.89 -0.47 0.1805
H 2.68 -2.93 1.06 0.1897
H -0.93 -1.65 1.76 0.2039
H 3.91 -0.76 0.34 0.2200
H 4.11 4.83 -1.01 0.2179
H 1.07 -2.81 1.79 0.2163
H -4.27 1.47 2.26 0.2215
H -3.53 -0.06 -1.66 0.2160
H 2.99 -2.53 -1.30 0.1858
H -6.00 3.38 -1.15 0.2115
H -0.46 -4.06 1.18 0.2192
H 5.60 3.12 0.03 0.1892
H -2.37 -2.65 1.94 0.2187
H 2.98 -0.10 -1.84 0.2218
H 1.37 0.06 -1.14 0.2141
H 2.46 -0.83 2.36 0.2186
```

=====

3.
A 2-piece molecular cluster, C5H15NO overall at a distorted geometry, computed with ωB97M-V/def2-TZVPD.

ΔE to the lowest compared entry with this formula, charge and spin: 0.758 eV

Structure (XYZ):
```
22
Properties=species:S:1:pos:R:3:nbo_charge:R:1
O 3.98 0.82 -1.32 -0.9678
N 1.19 -1.04 -1.89 -0.8836
C -0.80 0.98 1.52 -0.4052
C -0.64 -0.91 -0.18 -0.4122
C -0.11 -0.45 -1.51 -0.2132
C -2.30 0.65 1.80 -0.6199
C -0.01 -0.23 1.05 -0.4022
H -0.48 1.36 2.49 0.2078
H -0.83 -0.66 -2.31 0.1812
H 0.05 -0.95 1.85 0.2024
H 1.22 -1.37 -2.84 0.3682
H -3.01 1.10 1.12 0.2081
H -0.46 -1.99 -0.13 0.2007
H 1.00 0.03 0.73 0.2118
H -2.47 -0.43 1.82 0.2012
H -2.57 0.95 2.82 0.2078
H 3.16 0.45 -1.64 0.4929
H 3.92 1.77 -1.19 0.4686
H 1.55 -1.75 -1.28 0.3649
H 0.05 0.62 -1.54 0.1772
H -1.72 -0.78 -0.21 0.2115
H -0.73 1.83 0.84 0.1999
```